{"formula": "C45H37IIrN3PSb", "method": "ωB97M-V/def2-TZVPD", "total_charge": 2, "e_tot_ha": -2884.268978, "gap_ev": [5.832, 5.265], "homo_ha": [-0.494, -0.494], "de_lowest_kcal_mol": 0.0, "elements": ["Ir", "I", "C", "C", "C", "C", "C", "C", "C", "C", "C", "P", "C", "C", "C", "C", "C", "C", "C", "C", "C", "C", "C", "C", "C", "H", "H", "H", "H", "H", "H", "H", "H", "H", "H", "H", "H", "H", "H", "H", "H", "N", "C", "N", "C", "N", "C", "C", "C", "C", "C", "C", "C", "Sb", "C", "C", "C", "C", "C", "C", "C", "C", "C", "C", "C", "C", "C", "C", "H", "H", "H", "H", "H", "H", "H", "H", "H", "H", "H", "H", "H", "H", "H", "H", "H", "H", "H", "H", "H"], "positions_angstrom": [[-1.44837, -1.08382, 0.17560], [-1.72564, -3.27858, 1.51656], [-2.24651, -2.93286, 3.51360], [-2.73014, -4.08434, 4.06248], [-3.04996, -4.13633, 5.43130], [-2.84723, -3.02631, 6.18767], [-2.37838, -1.81567, 5.61347], [-2.24050, -0.68881, 6.45783], [-1.86606, 0.51952, 5.96179], [-1.60320, 0.63098, 4.58834], [-1.67651, -0.43723, 3.72416], [-1.19552, 0.12815, 2.05453], [-2.26757, 1.53386, 1.72162], [-3.57732, 1.18328, 1.36571], [-4.50463, 2.16085, 1.05683], [-4.13572, 3.50200, 1.10047], [-2.84088, 3.85539, 1.44431], [-1.90132, 2.87677, 1.75268], [0.57283, 0.48279, 2.24633], [1.09763, 1.64890, 2.80619], [2.46810, 1.78847, 2.97346], [3.33227, 0.76794, 2.60116], [2.82406, -0.39915, 2.04821], [1.45320, -0.54074, 1.87242], [-2.07413, -1.71838, 4.22135], [-2.86305, -4.97460, 3.46036], [-3.43276, -5.05237, 5.85999], [-3.05158, -3.03815, 7.25116], [-2.45733, -0.81174, 7.51212], [-1.77979, 1.38609, 6.60201], [-1.34328, 1.61140, 4.20552], [-3.87235, 0.13865, 1.33287], [-5.51079, 1.88528, 0.76902], [-4.86259, 4.26630, 0.85862], [-2.54975, 4.89782, 1.46545], [-0.89486, 3.18042, 1.99380], [0.45946, 2.46121, 3.11918], [2.85895, 2.70154, 3.40492], [4.39878, 0.88026, 2.74989], [3.49059, -1.20334, 1.76025], [1.06748, -1.45803, 1.44961], [-1.84861, 0.19348, -1.24017], [-2.71680, 0.86964, -1.71978], [-3.52201, 1.51284, -2.36407], [-4.51655, 2.36928, -2.18007], [-5.38801, 3.10808, -2.02372], [3.99123, 1.19407, -2.46872], [4.11904, -0.24901, -2.05321], [5.36985, -0.86224, -2.08865], [5.55830, -2.18061, -1.69552], [4.48603, -2.94581, -1.25609], [3.22682, -2.37385, -1.21682], [3.04762, -1.04742, -1.63009], [1.02092, -0.50062, -1.63821], [0.21562, -1.90013, -2.99763], [-0.88271, -2.66525, -2.60274], [-1.46645, -3.57904, -3.46141], [-0.92392, -3.74206, -4.72868], [0.18529, -3.00589, -5.11426], [0.78632, -2.07640, -4.26627], [2.00922, -1.32571, -4.73805], [0.60676, 1.38335, -2.45476], [0.00763, 1.39822, -3.71464], [-0.24364, 2.61365, -4.33207], [0.09434, 3.79299, -3.68264], [0.65648, 3.76306, -2.41255], [0.90150, 2.55888, -1.75999], [1.40556, 2.54936, -0.34596], [4.89403, 1.52204, -2.98050], [3.85503, 1.84194, -1.59985], [3.14754, 1.35779, -3.13878], [6.21793, -0.28250, -2.43500], [6.55063, -2.61202, -1.73172], [4.62701, -3.97525, -0.95331], [2.38121, -2.97145, -0.88999], [-1.29307, -2.56433, -1.59906], [-2.32855, -4.15499, -3.15055], [-1.36533, -4.45094, -5.41780], [0.60446, -3.15053, -6.10342], [2.06591, -1.32963, -5.82534], [2.91921, -1.79470, -4.35699], [2.00952, -0.28388, -4.40958], [-0.25577, 0.47406, -4.21620], [-0.69759, 2.63666, -5.31439], [-0.09460, 4.74521, -4.16236], [0.90179, 4.69292, -1.91168], [1.85505, 3.50512, -0.07656], [2.15429, 1.76715, -0.16856], [0.57585, 2.36705, 0.33562]]}

=====

{"formula": "C16H18BrNO2", "method": "ωB97M-V/def2-TZVPD", "smiles": "C#C[C@]1(O)C[C@@](C)(C(=O)N[C@H](C)c2ccc(Br)cc2)C1", "e_tot_ha": -3399.578867, "gap_ev": 9.310, "homo_ha": -0.321, "de_lowest_kcal_mol": 122.9, "elements": ["C", "C", "C", "O", "C", "C", "C", "C", "O", "N", "C", "C", "C", "C", "C", "C", "Br", "C", "C", "C", "H", "H", "H", "H", "H", "H", "H", "H", "H", "H", "H", "H", "H", "H", "H", "H", "H", "H"], "positions_angstrom": [[4.71498, 2.12425, 2.15952], [3.65478, 1.61612, 2.07939], [2.43743, 0.80012, 1.80726], [1.36021, 0.69109, 2.76921], [1.88056, 1.16178, 0.39964], [2.04558, -0.27719, -0.09942], [2.96095, -0.42737, -1.27724], [0.82536, -1.17971, -0.20521], [0.95112, -2.35187, -0.22060], [-0.20232, -0.59814, -0.72851], [-1.37545, -1.32423, -1.23856], [-1.36929, -1.36948, -2.71718], [-2.52842, -0.55335, -0.61045], [-2.87257, -0.71829, 0.71141], [-3.79904, -0.02946, 1.36825], [-4.64941, 0.99433, 0.75741], [-6.00044, 1.86647, 1.66420], [-4.25643, 1.26972, -0.56788], [-3.26767, 0.51506, -1.27281], [2.74128, -0.56288, 1.29486], [5.54038, 2.71410, 2.18287], [1.46073, 0.17569, 3.58516], [0.93077, 1.63016, 0.50513], [2.48333, 1.87822, -0.10866], [3.20714, -1.49317, -1.63704], [2.48151, 0.07016, -2.12576], [3.88348, -0.14154, -1.02356], [-0.14253, 0.40098, -0.92527], [-1.42425, -2.28064, -0.82205], [-0.51144, -1.99504, -3.01296], [-2.26069, -1.73425, -3.19717], [-1.08022, -0.39782, -3.05651], [-2.20662, -1.36574, 1.26406], [-3.87574, 0.02428, 2.48045], [-4.71121, 2.15544, -0.88331], [-3.24896, 0.85877, -2.27879], [3.83467, -0.69662, 1.12531], [2.38845, -1.44996, 1.85483]]}

=====

{"formula": "C4H9O2P", "method": "ωB97M-V/def2-TZVPD", "multiplicity": 3, "s_squared": 2.007, "e_tot_ha": -649.466837, "gap_ev": [7.478, 7.130], "homo_ha": [-0.242, -0.401], "de_lowest_kcal_mol": 18.5, "elements": ["C", "C", "C", "C", "O", "O", "P", "H", "H", "H", "H", "H", "H", "H", "H", "H"], "positions_angstrom": [[0.40794, 0.59239, 0.69107], [0.09355, -0.26699, -0.25939], [0.60162, 1.96395, 0.44407], [0.03392, -1.75703, 0.01657], [-2.63044, -0.87493, 0.82215], [-2.25382, 1.39025, -0.38915], [-2.12952, -0.05283, -0.30062], [0.56199, 0.27564, 1.69341], [-0.02960, 0.01230, -1.24920], [1.64570, 2.16864, 0.01842], [0.46518, 2.56634, 1.33418], [-0.24579, 2.30170, -0.19668], [-0.92426, -2.25609, -0.54952], [-0.18278, -2.10097, 1.03182], [0.85960, -2.31471, -0.52694], [-1.88966, -0.63544, -1.51420]]}

=====

{"formula": "C7H27ClO10", "method": "ωB97M-V/def2-TZVPD", "multiplicity": 2, "s_squared": 0.750, "total_charge": -1, "e_tot_ha": -1495.091598, "gap_ev": [2.916, 9.100], "homo_ha": [-0.004, -0.229], "elements": ["O", "H", "H", "H", "Cl", "O", "O", "O", "O", "C", "C", "C", "O", "H", "H", "H", "H", "H", "H", "H", "H", "C", "O", "H", "H", "H", "H", "C", "O", "H", "H", "H", "H", "C", "O", "H", "H", "H", "H", "C", "O", "H", "H", "H", "H"], "positions_angstrom": [[0.31878, -0.48366, 0.46198], [-0.63824, -0.49244, 0.38684], [0.78517, -1.14515, -0.05426], [0.49593, -0.62785, 1.39442], [3.30111, 1.17667, -1.12691], [3.15643, 0.65413, 0.19072], [3.30295, 2.61139, -1.10045], [4.47215, 0.68279, -1.80244], [2.17750, 0.76378, -1.93069], [-1.82067, 2.25657, -1.77974], [-0.75667, 3.20648, -1.29696], [-1.27352, 4.64423, -1.41392], [-0.56521, 2.82945, 0.04641], [-2.74537, 2.48243, -1.24870], [-1.49615, 1.21807, -1.71421], [-2.05997, 2.42489, -2.82975], [0.21871, 3.07937, -1.76660], [-2.31899, 4.74077, -1.12104], [-1.18710, 4.99564, -2.44211], [-0.67521, 5.31543, -0.79780], [0.04893, 3.45821, 0.43252], [-1.69276, -3.04022, -1.28043], [-1.43680, -2.61502, 0.03858], [-2.68489, -2.67301, -1.54299], [-0.94016, -2.70957, -1.99622], [-1.80365, -4.12120, -1.36570], [-2.12365, -2.90248, 0.64455], [-2.56439, 0.04912, 2.43507], [-2.40726, 0.04302, 1.03480], [-2.55383, -0.99707, 2.74081], [-1.70971, 0.54853, 2.89139], [-3.55546, 0.44360, 2.65922], [-3.23022, -0.25396, 0.63967], [2.31544, -2.88741, -1.57110], [2.10175, -2.49171, -0.22505], [1.49514, -3.44664, -2.02108], [2.69699, -2.12139, -2.24616], [3.11136, -3.62813, -1.49395], [2.07007, -3.26192, 0.34712], [2.09358, -1.28675, 3.19269], [0.65245, -1.04541, 3.12130], [2.30442, -2.22324, 3.70905], [2.35191, -1.36393, 2.13656], [2.55269, -0.46423, 3.74113], [0.21644, -1.34219, 3.92344]]}

=====

The maximum force results, record by record, are as follows: 0.0257, 0.1126, 0.1706, 0.0415 Eh/bohr.